ORCA calculation (ωB97M-V/def2-TZVPD) on C18H23N3O4S as an isolated structure at a distorted geometry.

Summary:
Lowest unoccupied orbital energy ... -0.83 eV
ΔE to the lowest compared entry with this formula, charge and spin ... 1747.9 kJ/mol
Molar mass ... 377.5 g mol⁻¹

ORCA input file:
```
! wB97M-V def2-TZVPD RIJCOSX def2/J DEFGRID3
* xyz 0 1
C -8.41 -0.58 1.71
H -8.70 -1.17 0.79
O -6.90 -0.59 1.67
C -6.33 -0.40 0.48
C -6.32 0.96 0.05
H -6.04 1.58 1.14
H -7.44 1.38 0.14
C -5.46 1.47 -1.12
N -4.12 1.11 -0.85
C -3.45 -0.04 -1.35
O -4.10 -0.47 -2.16
C -2.20 -0.18 -0.98
C -1.17 0.55 -0.72
C 0.13 0.49 -0.17
C 0.48 -0.95 -0.20
C -0.50 -1.97 -0.23
C -1.67 -1.78 -0.71
H -2.46 -2.44 -0.93
H -0.01 -2.86 -0.32
C 1.82 -1.22 0.48
O 2.20 -2.41 0.42
N 2.58 -0.09 0.75
C 2.32 1.24 0.51
S 3.24 2.46 0.93
N 1.04 1.54 -0.18
H 0.88 2.37 -0.04
C 4.06 -0.69 1.01
H 4.03 -1.13 1.74
H 4.42 0.35 1.55
C 4.96 -1.08 -0.08
H 4.50 -1.86 -0.56
O 6.18 -1.36 0.20
C 7.07 -0.14 0.22
H 7.97 -0.64 -0.25
C 6.27 0.75 -0.71
H 5.98 1.87 -0.11
H 6.97 1.19 -1.68
C 5.13 0.02 -0.99
H 5.40 -0.47 -2.16
H 4.13 0.73 -1.35
H 7.32 0.17 1.35
H -1.60 1.84 -0.48
H -3.71 1.48 0.06
H -5.81 0.73 -1.84
H -5.60 2.57 -1.31
H -5.21 -0.80 0.64
H -6.75 -1.01 -0.30
H -8.67 0.31 1.57
H -8.81 -0.90 2.46
*
```

***

ORCA calculation (ωB97M-V/def2-TZVPD) on C18H23N3O5S as an isolated structure at a distorted geometry.

Summary:
Lowest unoccupied orbital energy ... -0.88 eV
ΔE to the lowest compared entry with this formula, charge and spin ... 1846.3 kJ/mol
Molar mass ... 393.5 g mol⁻¹

ORCA input file:
```
! wB97M-V def2-TZVPD RIJCOSX def2/J DEFGRID3
* xyz 0 1
C 0.35 3.25 1.98
H 0.13 2.74 2.81
O -0.68 3.38 1.02
C -0.65 4.06 -0.11
C 0.29 3.35 -1.30
N -0.17 2.10 -1.46
C 0.39 0.99 -0.80
O 1.48 1.20 -0.42
C -0.26 -0.14 -1.34
C 0.01 -1.51 -0.85
C -1.25 -1.93 -1.34
N -2.04 -1.20 -2.13
O -1.33 -0.26 -2.09
C -1.63 -3.40 -1.01
H -2.48 -3.80 -1.83
H -0.91 -4.24 -0.93
S -2.22 -3.63 0.75
C -3.05 -1.89 0.77
C -2.24 -0.68 1.24
C -2.89 0.54 1.32
C -4.08 0.71 0.41
C -4.83 -0.25 0.07
C -4.20 -1.51 0.06
H -4.76 -2.41 -0.29
H -5.63 0.00 -0.87
H -4.35 1.74 0.41
H -2.32 1.14 1.64
H -1.39 -0.81 1.80
C 0.98 -2.22 0.00
O 1.19 -3.44 -0.11
N 1.89 -1.30 0.56
C 2.95 -2.01 1.21
H 3.30 -1.26 2.16
C 4.18 -2.43 0.44
O 5.01 -1.27 0.20
C 4.61 -0.11 -0.74
H 4.27 -0.84 -1.85
H 5.41 0.35 -0.77
H 3.73 0.35 -0.40
H 3.75 -2.64 -0.38
H 4.92 -3.09 1.16
H 2.49 -2.86 2.01
H 1.74 -0.44 0.53
H -1.05 1.91 -1.95
H 0.13 4.23 -2.10
H 1.43 3.42 -0.77
H -0.28 5.00 0.23
H -1.58 4.02 -0.47
H 1.14 2.77 1.35
H 0.51 4.33 2.18
*
```

***

ORCA calculation (ωB97M-V/def2-TZVPD) on the molecule C18H23N3S at a distorted geometry.

Summary:
Lowest unoccupied orbital energy ... 0.35 eV
ΔE to the lowest compared entry with this formula, charge and spin ... 385.9 kJ/mol
Molar mass ... 313.5 g mol⁻¹

ORCA input file:
```
! wB97M-V def2-TZVPD RIJCOSX def2/J DEFGRID3
* xyz 0 1
C 0.81 1.71 -4.89
C 1.57 1.56 -3.53
C 2.94 1.06 -3.86
C 1.57 2.92 -2.72
N 0.84 0.57 -2.71
C 1.25 0.13 -1.33
C 0.57 -1.34 -1.18
C 0.76 -2.33 -2.24
C 0.08 -3.58 -1.89
C -0.52 -3.30 -0.64
N -0.11 -2.04 -0.21
C -0.47 -1.55 1.01
S 0.09 -2.40 2.49
C -0.74 -1.20 3.59
C -1.47 -0.29 2.89
C -1.25 -0.48 1.41
C -2.01 0.34 0.53
N -2.72 0.86 -0.16
C -2.22 0.87 3.48
C -2.47 0.67 4.94
C -1.27 0.10 5.75
C -0.93 -1.31 5.09
H 0.96 0.80 -5.44
H 1.10 2.49 -5.62
H -0.23 1.66 -4.81
H 3.26 1.44 -4.81
H 2.94 -0.08 -3.98
H 3.71 1.40 -3.10
H 0.52 3.27 -2.56
H 2.15 3.62 -3.34
H 1.96 2.88 -1.68
H 0.35 -0.20 -3.19
H 0.83 0.79 -0.54
H 2.34 0.07 -1.25
H 1.36 -2.25 -3.13
H 0.22 -4.47 -2.47
H -1.03 -4.15 -0.13
H -3.19 0.89 3.05
H -1.69 1.84 3.31
H -2.89 1.69 5.29
H -3.35 0.10 5.06
H -1.51 0.04 6.88
H -0.46 0.79 5.70
H -1.68 -2.04 5.33
H 0.02 -1.56 5.60
*
```

***

ORCA calculation (ωB97M-V/def2-TZVPD) on C18H23N5 as an isolated structure at a distorted geometry.

Summary:
Lowest unoccupied orbital energy ... 0.37 eV
ΔE to the lowest compared entry with this formula, charge and spin ... 958.7 kJ/mol
Molar mass ... 309.4 g mol⁻¹

ORCA input file:
```
! wB97M-V def2-TZVPD RIJCOSX def2/J DEFGRID3
* xyz 0 1
C 0.30 -0.55 -0.24
C 0.56 0.76 0.35
N 0.79 1.81 0.80
H 0.90 -0.59 -1.15
H -0.75 -0.75 -0.48
H 0.69 -1.37 0.35
N -1.67 1.55 1.56
C -2.21 1.31 2.77
C -2.61 0.02 2.91
C -2.27 -0.56 1.67
C -1.75 0.40 0.82
H -1.34 2.44 1.20
H -2.29 2.01 3.58
H -2.86 -0.53 3.81
H -2.37 -1.60 1.39
H -1.33 0.30 -0.17
N -0.64 -2.71 -1.19
C -0.97 -2.59 0.14
C 0.23 -2.94 0.84
C 1.21 -3.25 -0.05
C 0.65 -3.09 -1.28
H -1.31 -2.69 -1.95
H -1.98 -2.27 0.36
H 0.39 -2.92 1.91
H 2.23 -3.57 0.13
H 1.00 -3.32 -2.27
N 3.18 4.04 0.35
C 3.79 4.97 1.19
C 3.48 4.69 2.52
C 2.81 3.39 2.44
C 2.54 3.08 1.10
H 3.29 4.08 -0.65
H 4.35 5.80 0.79
H 3.91 5.27 3.33
H 2.51 2.77 3.27
H 1.90 2.28 0.76
N -1.95 -2.46 -3.46
C -0.65 -2.10 -3.84
C -0.40 -0.99 -3.05
C -1.60 -0.60 -2.45
C -2.56 -1.51 -2.73
H -2.43 -3.32 -3.68
H -0.01 -2.73 -4.45
H 0.64 -0.70 -2.95
H -1.79 0.25 -1.82
H -3.60 -1.56 -2.44
*
```

***

ORCA calculation (ωB97M-V/def2-TZVPD) on the molecule C18H23NO.

Summary:
Lowest unoccupied orbital energy ... 0.85 eV
ΔE to the lowest compared entry with this formula, charge and spin ... 23.2 kJ/mol
Molar mass ... 269.4 g mol⁻¹

ORCA input file:
```
! wB97M-V def2-TZVPD RIJCOSX def2/J DEFGRID3
* xyz 0 1
C 5.00 3.05 -0.14
C 5.54 2.07 0.90
C 4.80 0.73 0.90
C 5.07 -0.10 -0.35
C 4.35 -1.45 -0.31
C 2.86 -1.26 -0.32
C 2.18 -0.93 -1.49
C 0.82 -0.70 -1.45
C 0.14 -0.82 -0.23
C -1.30 -0.58 -0.10
C -2.01 0.20 -0.99
C -3.37 0.42 -0.83
C -4.05 -0.16 0.23
O -5.38 -0.05 0.48
C -6.18 0.81 -0.31
C -6.00 2.28 0.05
C -3.34 -0.95 1.14
C -1.99 -1.15 0.98
N 0.79 -1.17 0.88
C 2.09 -1.38 0.83
H 3.93 3.19 -0.01
H 5.17 2.68 -1.15
H 5.48 4.02 -0.05
H 5.43 2.52 1.89
H 6.60 1.91 0.72
H 5.12 0.16 1.77
H 3.73 0.91 0.99
H 6.15 -0.28 -0.45
H 4.74 0.45 -1.24
H 4.64 -2.04 -1.18
H 4.64 -1.99 0.59
H 2.72 -0.84 -2.42
H 0.28 -0.47 -2.36
H -1.51 0.68 -1.82
H -3.88 1.04 -1.55
H -7.21 0.50 -0.09
H -5.99 0.64 -1.38
H -4.97 2.60 -0.13
H -6.67 2.89 -0.55
H -6.22 2.43 1.10
H -3.87 -1.39 1.96
H -1.43 -1.75 1.68
H 2.55 -1.66 1.77
*
```

***

ORCA calculation (ωB97M-V/def2-TZVPD) on C18H24CeFN6O3 as an isolated structure at a distorted geometry.

Summary:
Lowest unoccupied orbital energy (spin up / spin down) ... -10.86 / -10.87 eV
ΔE to the lowest compared entry with this formula, charge and spin ... 0.0 kJ/mol
Molar mass ... 531.5 g mol⁻¹

ORCA input file:
```
! wB97M-V def2-TZVPD RIJCOSX def2/J DEFGRID3
* xyz 3 1
Ce 6.68 1.24 14.58
N 3.72 4.25 12.99
C 4.85 4.93 13.60
C 4.47 5.92 14.78
C 3.53 7.13 14.37
C 2.12 6.72 14.01
N 1.10 7.51 14.74
C 0.22 8.25 14.06
N -0.26 7.79 12.90
N -0.15 9.44 14.49
C 5.67 3.71 14.18
O 6.12 3.45 15.27
O 5.98 2.81 13.25
H 3.99 3.49 12.35
H 3.27 5.03 12.46
H 5.57 5.41 12.89
H 5.40 6.31 15.21
H 3.86 5.35 15.45
H 4.07 7.77 13.66
H 3.41 7.76 15.22
H 1.96 5.65 14.18
H 1.94 6.84 12.95
H 1.42 7.97 15.57
H -0.33 6.78 12.87
H -0.63 8.37 12.13
H 0.30 9.92 15.31
H -0.98 9.85 14.08
N 9.22 1.31 21.05
C 8.45 1.95 20.09
O 7.45 2.62 20.21
C 8.96 1.75 18.63
C 10.31 1.84 18.20
C 10.62 1.69 16.86
C 9.60 1.40 16.01
N 8.31 1.29 16.41
C 8.01 1.49 17.72
H 8.86 1.31 22.03
H 9.84 0.62 20.75
H 11.15 1.89 18.87
H 11.72 1.82 16.52
H 9.77 1.02 14.97
H 6.95 1.36 18.02
F 2.34 -1.51 18.02
C 3.23 -0.89 17.22
C 2.84 0.42 16.76
C 3.69 1.04 15.89
C 4.85 0.42 15.43
C 5.25 -0.86 15.89
C 4.37 -1.55 16.72
H 1.88 0.83 17.02
H 3.39 2.05 15.42
H 6.17 -1.35 15.53
H 4.68 -2.55 16.93
*
```

***

ORCA calculation (ωB97M-V/def2-TZVPD) on C18H24Cl2IrN7O3S as an isolated structure at a distorted geometry.

Summary:
Lowest unoccupied orbital energy (spin up / spin down) ... -6.09 / -7.84 eV
ΔE to the lowest compared entry with this formula, charge and spin ... 30.7 kJ/mol
Molar mass ... 681.6 g mol⁻¹

ORCA input file:
```
! wB97M-V def2-TZVPD RIJCOSX def2/J DEFGRID3
* xyz 2 5
Ir 0.47 -0.18 0.60
Cl 5.49 -1.07 -1.66
C 4.12 -2.04 -1.61
C 4.23 -3.31 -2.17
C 3.12 -4.11 -2.29
Cl 3.25 -5.53 -3.16
C 1.87 -3.72 -1.67
C 0.70 -4.52 -1.69
C -0.41 -4.11 -0.99
C -0.37 -2.87 -0.33
N 0.72 -2.10 -0.36
C 1.80 -2.51 -1.03
C 2.89 -1.53 -1.09
O 2.64 -0.38 -0.73
H 5.16 -3.64 -2.57
H 0.75 -5.47 -2.23
H -1.34 -4.66 -1.00
H -1.24 -2.45 0.18
N 2.28 1.08 1.59
C 1.73 2.16 2.44
C 2.33 3.55 2.18
C 2.06 4.18 0.82
C 0.70 4.88 0.62
N -0.36 4.01 0.15
C -0.40 3.47 -1.07
N 0.48 3.89 -2.00
N -1.23 2.47 -1.37
C 0.22 2.25 2.29
O -0.36 3.14 2.84
O -0.39 1.40 1.46
H 2.91 0.47 2.13
H 2.83 1.47 0.81
H 1.86 1.90 3.46
H 3.42 3.45 2.27
H 2.00 4.19 2.99
H 2.21 3.49 -0.01
H 2.82 4.92 0.59
H 0.80 5.70 -0.07
H 0.37 5.30 1.59
H -1.05 3.67 0.82
H 0.95 4.75 -1.91
H 0.37 3.50 -2.93
H -1.69 2.00 -0.59
H -1.32 2.09 -2.30
S -2.63 -0.33 0.56
C -3.83 -1.53 0.52
N -4.26 -2.14 1.64
C -5.23 -3.22 1.34
C -5.60 -2.88 -0.13
N -4.49 -2.01 -0.53
H -3.84 -2.01 2.53
H -6.08 -3.20 2.04
H -4.71 -4.17 1.40
H -6.53 -2.34 -0.20
H -5.72 -3.78 -0.76
H -4.46 -1.55 -1.42
*
```

***

ORCA calculation (ωB97M-V/def2-TZVPD) on the molecule C18H24Cl2N2O3 at a distorted geometry.

Summary:
Lowest unoccupied orbital energy ... 0.11 eV
ΔE to the lowest compared entry with this formula, charge and spin ... 443.7 kJ/mol
Molar mass ... 387.3 g mol⁻¹

ORCA input file:
```
! wB97M-V def2-TZVPD RIJCOSX def2/J DEFGRID3
* xyz 0 1
C -5.70 0.47 0.27
C -4.52 -0.27 -0.41
C -4.31 -1.60 0.20
C -3.15 0.55 -0.31
C -2.42 0.54 1.07
C -2.55 1.95 1.80
O -1.91 1.83 3.03
N -0.96 0.09 0.93
C 0.09 0.89 0.14
C 0.87 0.03 -0.92
N 1.86 -0.85 -0.17
C 3.21 -0.67 -0.17
O 3.70 -1.38 0.64
C 4.24 -0.10 -1.08
C 4.07 0.17 -2.49
C 5.20 0.51 -3.28
C 6.38 0.92 -2.74
Cl 7.67 1.17 -3.88
C 6.49 1.00 -1.35
Cl 8.08 1.36 -0.63
C 5.43 0.42 -0.53
C 1.11 -1.96 0.45
C 0.78 -1.61 1.87
C -0.44 -0.71 1.94
O -1.14 -0.87 3.01
H -6.55 -0.19 -0.02
H -5.82 1.46 -0.06
H -5.67 0.57 1.34
H -4.73 -0.45 -1.43
H -4.57 -2.33 -0.63
H -4.80 -1.84 1.10
H -3.21 -1.75 0.33
H -2.47 -0.10 -0.91
H -3.12 1.43 -0.84
H -3.01 -0.15 1.72
H -3.61 2.22 1.86
H -2.07 2.65 1.14
H -2.19 1.02 3.49
H 0.70 1.45 0.84
H -0.40 1.65 -0.37
H 0.12 -0.57 -1.55
H 1.27 0.86 -1.56
H 3.02 0.03 -3.05
H 5.18 0.41 -4.34
H 5.82 0.39 0.45
H 1.64 -2.84 0.31
H 0.13 -2.22 -0.10
H 0.62 -2.49 2.57
H 1.64 -1.10 2.29
*
```

***

ORCA calculation (ωB97M-V/def2-TZVPD) on C18H24Cl5N3PPb as an isolated structure at a distorted geometry.

Summary:
Lowest unoccupied orbital energy ... -11.97 eV
Molar mass ... 697.9 g mol⁻¹

ORCA input file:
```
! wB97M-V def2-TZVPD RIJCOSX def2/J DEFGRID3
* xyz 3 1
Pb -0.14 -0.02 -0.06
N -0.12 2.51 0.01
C 1.25 3.06 0.20
C 2.17 2.05 0.87
N 2.17 0.71 0.22
C 2.90 0.63 -1.08
C 2.10 1.14 -2.26
N 0.76 0.50 -2.29
H -0.57 2.93 -0.80
H -0.71 2.77 0.81
H 1.22 3.95 0.83
H 1.63 3.38 -0.76
H 1.85 1.90 1.90
H 3.18 2.46 0.89
H 2.65 0.09 0.86
H 3.13 -0.42 -1.23
H 3.85 1.18 -1.01
H 2.66 0.92 -3.17
H 1.96 2.22 -2.23
H 0.85 -0.44 -2.68
H 0.14 1.01 -2.93
Cl -2.96 -1.28 -0.30
C -1.86 -2.41 -1.04
C -0.51 -2.11 -1.07
C 0.40 -2.93 -1.70
Cl 2.07 -2.50 -1.77
C -0.05 -4.12 -2.27
Cl 1.05 -5.18 -3.01
C -1.42 -4.44 -2.23
Cl -1.97 -5.87 -2.94
C -2.33 -3.59 -1.60
Cl -3.98 -3.98 -1.52
C -1.51 -1.60 3.00
P -1.35 0.15 2.63
C -0.05 0.80 3.71
C -2.86 0.97 2.96
C -2.86 2.21 3.62
C -4.06 2.75 4.03
C -5.26 2.09 3.74
C -5.27 0.89 3.04
C -4.08 0.33 2.62
H -1.67 -1.69 4.08
H -0.59 -2.13 2.73
H -2.35 -2.05 2.47
H -0.39 0.72 4.74
H 0.18 1.84 3.50
H 0.85 0.20 3.58
H -1.94 2.74 3.85
H -4.08 3.68 4.59
H -6.20 2.53 4.06
H -6.20 0.39 2.81
H -4.08 -0.60 2.06
*
```

***

ORCA calculation (ωB97M-V/def2-TZVPD) on C18H24ClIN3O3Re as an isolated structure at a distorted geometry.

Summary:
Lowest unoccupied orbital energy (spin up / spin down) ... -3.54 / -3.31 eV
ΔE to the lowest compared entry with this formula, charge and spin ... 1923.8 kJ/mol
Molar mass ... 679.0 g mol⁻¹

ORCA input file:
```
! wB97M-V def2-TZVPD RIJCOSX def2/J DEFGRID3
* xyz 1 4
Re 0.46 0.33 -0.47
N 0.92 1.02 2.28
C 1.98 1.96 2.21
C 1.77 2.99 1.11
N 1.64 2.40 -0.24
C 2.94 2.37 -0.96
C 3.91 1.41 -0.28
N 3.25 0.13 0.01
H -0.76 -0.58 0.81
H -1.12 1.20 1.68
H 2.03 2.49 3.17
H 2.92 1.43 2.09
H 0.84 3.53 1.33
H 2.59 3.71 1.12
H 1.03 3.02 -0.77
H 2.76 2.06 -1.98
H 3.38 3.37 -0.98
H 4.80 1.31 -0.89
H 4.24 1.85 0.67
H 3.26 -0.46 -0.82
H 3.74 -0.39 0.73
I -2.10 2.09 -0.27
C -3.08 0.23 -0.09
C -4.40 0.32 0.26
C -5.18 -0.86 0.35
C -4.63 -2.06 0.04
C -3.27 -2.17 -0.37
C -2.74 -3.42 -0.76
C -1.45 -3.52 -1.18
C -0.61 -2.39 -1.17
C -1.05 -1.14 -0.76
C -2.44 -1.01 -0.39
H -4.85 1.28 0.46
H -6.21 -0.78 0.64
H -5.22 -2.96 0.07
H -3.39 -4.28 -0.72
H -1.05 -4.48 -1.50
H 0.42 -2.52 -1.48
C -0.26 0.77 -3.64
C 0.45 0.50 -2.38
O 1.65 0.14 -2.26
H 0.44 0.98 -4.45
H -0.98 1.58 -3.51
H -0.83 -0.13 -3.89
Cl -0.27 0.18 2.08
C -1.33 -0.30 3.06
C 2.41 -3.16 1.99
O 2.31 -3.86 2.91
O 2.51 -2.45 1.08
H -1.91 -0.69 3.88
H 0.47 -1.01 2.20
*
```

***

Copy entry 6 word for word.
ORCA calculation (ωB97M-V/def2-TZVPD) on C18H24CeFN6O3 as an isolated structure at a distorted geometry.

Summary:
Lowest unoccupied orbital energy (spin up / spin down) ... -10.86 / -10.87 eV
ΔE to the lowest compared entry with this formula, charge and spin ... 0.0 kJ/mol
Molar mass ... 531.5 g mol⁻¹

ORCA input file:
```
! wB97M-V def2-TZVPD RIJCOSX def2/J DEFGRID3
* xyz 3 1
Ce 6.68 1.24 14.58
N 3.72 4.25 12.99
C 4.85 4.93 13.60
C 4.47 5.92 14.78
C 3.53 7.13 14.37
C 2.12 6.72 14.01
N 1.10 7.51 14.74
C 0.22 8.25 14.06
N -0.26 7.79 12.90
N -0.15 9.44 14.49
C 5.67 3.71 14.18
O 6.12 3.45 15.27
O 5.98 2.81 13.25
H 3.99 3.49 12.35
H 3.27 5.03 12.46
H 5.57 5.41 12.89
H 5.40 6.31 15.21
H 3.86 5.35 15.45
H 4.07 7.77 13.66
H 3.41 7.76 15.22
H 1.96 5.65 14.18
H 1.94 6.84 12.95
H 1.42 7.97 15.57
H -0.33 6.78 12.87
H -0.63 8.37 12.13
H 0.30 9.92 15.31
H -0.98 9.85 14.08
N 9.22 1.31 21.05
C 8.45 1.95 20.09
O 7.45 2.62 20.21
C 8.96 1.75 18.63
C 10.31 1.84 18.20
C 10.62 1.69 16.86
C 9.60 1.40 16.01
N 8.31 1.29 16.41
C 8.01 1.49 17.72
H 8.86 1.31 22.03
H 9.84 0.62 20.75
H 11.15 1.89 18.87
H 11.72 1.82 16.52
H 9.77 1.02 14.97
H 6.95 1.36 18.02
F 2.34 -1.51 18.02
C 3.23 -0.89 17.22
C 2.84 0.42 16.76
C 3.69 1.04 15.89
C 4.85 0.42 15.43
C 5.25 -0.86 15.89
C 4.37 -1.55 16.72
H 1.88 0.83 17.02
H 3.39 2.05 15.42
H 6.17 -1.35 15.53
H 4.68 -2.55 16.93
*
```

***

Repeat the ninth record exactly.
ORCA calculation (ωB97M-V/def2-TZVPD) on C18H24Cl5N3PPb as an isolated structure at a distorted geometry.

Summary:
Lowest unoccupied orbital energy ... -11.97 eV
Molar mass ... 697.9 g mol⁻¹

ORCA input file:
```
! wB97M-V def2-TZVPD RIJCOSX def2/J DEFGRID3
* xyz 3 1
Pb -0.14 -0.02 -0.06
N -0.12 2.51 0.01
C 1.25 3.06 0.20
C 2.17 2.05 0.87
N 2.17 0.71 0.22
C 2.90 0.63 -1.08
C 2.10 1.14 -2.26
N 0.76 0.50 -2.29
H -0.57 2.93 -0.80
H -0.71 2.77 0.81
H 1.22 3.95 0.83
H 1.63 3.38 -0.76
H 1.85 1.90 1.90
H 3.18 2.46 0.89
H 2.65 0.09 0.86
H 3.13 -0.42 -1.23
H 3.85 1.18 -1.01
H 2.66 0.92 -3.17
H 1.96 2.22 -2.23
H 0.85 -0.44 -2.68
H 0.14 1.01 -2.93
Cl -2.96 -1.28 -0.30
C -1.86 -2.41 -1.04
C -0.51 -2.11 -1.07
C 0.40 -2.93 -1.70
Cl 2.07 -2.50 -1.77
C -0.05 -4.12 -2.27
Cl 1.05 -5.18 -3.01
C -1.42 -4.44 -2.23
Cl -1.97 -5.87 -2.94
C -2.33 -3.59 -1.60
Cl -3.98 -3.98 -1.52
C -1.51 -1.60 3.00
P -1.35 0.15 2.63
C -0.05 0.80 3.71
C -2.86 0.97 2.96
C -2.86 2.21 3.62
C -4.06 2.75 4.03
C -5.26 2.09 3.74
C -5.27 0.89 3.04
C -4.08 0.33 2.62
H -1.67 -1.69 4.08
H -0.59 -2.13 2.73
H -2.35 -2.05 2.47
H -0.39 0.72 4.74
H 0.18 1.84 3.50
H 0.85 0.20 3.58
H -1.94 2.74 3.85
H -4.08 3.68 4.59
H -6.20 2.53 4.06
H -6.20 0.39 2.81
H -4.08 -0.60 2.06
*
```

***

Q: Which formula does entry 1 have?
A: C18H23N3O4S